# 1
ORCA calculation (ωB97M-V/def2-TZVPD) on C31H43BN9PtS3 as an isolated structure.

* relative energy (zero: lowest compared OMol25 entry of this formula, charge and spin): 54.9 kJ/mol
* total energy: -3038.636344 Eh
* total charge: +1

Element x y z (Å)
Pt: 0.76 0.22 0.13
C: -3.17 4.62 -2.77
C: -2.90 4.81 -1.27
C: -1.52 5.40 -1.00
C: -3.96 5.76 -0.72
N: -3.01 3.50 -0.56
C: -3.92 3.21 0.44
C: -3.73 1.93 0.82
N: -2.69 1.42 0.06
B: -2.12 0.05 0.28
N: -2.15 -0.31 1.78
C: -3.13 -1.03 2.43
C: -2.78 -1.12 3.72
N: -1.55 -0.48 3.86
C: -1.20 0.01 2.66
S: 0.18 0.99 2.24
C: -0.91 -0.43 5.22
C: -1.80 0.43 6.12
C: 0.50 0.15 5.20
C: -0.83 -1.87 5.74
N: -2.70 -1.01 -0.60
C: -3.60 -0.77 -1.63
C: -3.80 -1.93 -2.26
N: -3.02 -2.91 -1.65
C: -2.31 -2.34 -0.62
S: -1.13 -2.97 0.38
C: -3.09 -4.32 -2.16
C: -4.55 -4.76 -2.08
C: -2.25 -5.31 -1.36
C: -2.60 -4.32 -3.60
C: -2.25 2.39 -0.80
S: -0.99 2.19 -1.91
H: -3.11 5.59 -3.27
H: -4.18 4.22 -2.92
H: -2.45 3.95 -3.21
H: -1.49 6.43 -1.36
H: -0.73 4.83 -1.48
H: -1.33 5.42 0.08
H: -3.84 6.72 -1.20
H: -3.85 5.91 0.36
H: -4.97 5.40 -0.93
H: -4.62 3.93 0.82
H: -4.23 1.36 1.59
H: -0.85 0.02 0.19
H: -3.98 -1.43 1.90
H: -3.28 -1.60 4.54
H: -1.86 1.45 5.73
H: -1.37 0.47 7.12
H: -2.81 0.03 6.19
H: 0.52 1.19 4.90
H: 1.16 -0.42 4.55
H: 0.88 0.09 6.22
H: -1.81 -2.32 5.90
H: -0.31 -1.87 6.70
H: -0.26 -2.49 5.05
H: -4.01 0.21 -1.81
H: -4.44 -2.15 -3.10
H: -4.91 -4.73 -1.05
H: -4.64 -5.79 -2.44
H: -5.21 -4.14 -2.69
H: -2.55 -5.35 -0.32
H: -1.19 -5.08 -1.40
H: -2.41 -6.29 -1.81
H: -3.19 -3.67 -4.25
H: -2.66 -5.33 -4.01
H: -1.55 -4.00 -3.64
N: 3.35 0.20 -1.85
C: 2.23 -0.34 -2.46
C: 2.36 -0.73 -3.80
C: 1.27 -1.23 -4.47
C: 0.06 -1.33 -3.79
C: 0.01 -0.94 -2.48
N: 1.08 -0.45 -1.80
C: 3.71 0.36 -0.53
C: 5.07 0.53 -0.28
C: 5.51 0.67 1.01
C: 4.58 0.63 2.05
C: 3.26 0.46 1.73
N: 2.81 0.35 0.46
H: 4.13 0.27 -2.48
H: 3.32 -0.62 -4.28
H: 1.36 -1.53 -5.50
H: -0.84 -1.69 -4.26
H: -0.91 -0.97 -1.93
H: 5.77 0.53 -1.11
H: 6.57 0.80 1.22
H: 4.88 0.72 3.08
H: 2.51 0.42 2.49



# 2
ORCA calculation (ωB97M-V/def2-TZVPD) on one molecule with the formula C3H6N2O2S.

* relative energy (zero: lowest compared OMol25 entry of this formula, charge and spin): 297.7 kJ/mol
* total energy: -776.026772 Eh
* structure (SMILES): NC(=O)NOCC=S

Element x y z (Å)
N: -1.59 1.42 0.06
C: -2.04 0.14 -0.12
O: -3.20 -0.15 -0.35
N: -1.06 -0.84 -0.13
O: 0.11 -0.52 0.51
C: 1.18 -0.49 -0.41
C: 2.48 -0.20 0.39
S: 3.83 0.35 -0.26
H: -0.75 1.58 0.59
H: -2.24 2.20 0.10
H: -1.48 -1.69 0.25
H: 1.38 -1.55 -0.85
H: 0.95 0.22 -1.21
H: 2.41 -0.49 1.44



# 3
ORCA calculation (ωB97M-V/def2-TZVPD) on C26H23N7O9Ru as an isolated structure.

* relative energy (zero: lowest compared OMol25 entry of this formula, charge and spin): 0.0 kJ/mol
* total energy: -2160.058100 Eh
* total charge: -1
* 2S+1: 2

Element x y z (Å)
Ru: 0.71 0.02 1.38
O: -2.04 3.08 -0.91
C: -0.96 2.76 -0.32
O: 0.07 2.22 -1.09
C: -0.69 2.88 1.05
C: -1.47 3.85 1.76
C: -1.20 4.09 3.07
C: -0.21 3.35 3.72
C: 0.42 2.34 3.02
N: 0.22 2.07 1.71
C: 1.31 1.38 3.81
O: 1.77 1.71 4.90
O: 1.50 0.25 3.23
H: -2.98 2.18 -0.84
H: -2.22 4.39 1.22
H: -1.76 4.86 3.60
H: 0.05 3.48 4.76
C: -0.20 1.89 -2.32
C: -0.45 1.57 -3.45
C: -0.70 1.16 -4.79
C: -1.91 1.47 -5.41
C: -2.16 1.07 -6.71
C: -1.20 0.35 -7.42
C: 0.00 0.03 -6.80
C: 0.25 0.42 -5.50
H: -2.66 2.03 -4.86
H: -3.10 1.32 -7.18
H: -1.40 0.04 -8.44
H: 0.75 -0.54 -7.34
H: 1.18 0.16 -5.01
C: -2.71 -2.31 3.08
N: -3.05 -1.35 2.03
C: -4.23 -1.39 1.35
C: -4.52 -0.50 0.38
C: -3.53 0.50 0.09
O: -3.79 1.44 -0.75
N: -2.37 0.46 0.72
C: -2.11 -0.40 1.70
O: -1.05 -0.38 2.35
H: -3.56 -2.97 3.23
H: -2.48 -1.79 4.00
H: -1.83 -2.88 2.78
H: -4.91 -2.17 1.65
H: -5.46 -0.54 -0.15
N: 2.31 -1.20 -2.20
C: 1.77 -0.29 -1.33
N: 2.55 0.80 -1.07
O: 0.62 -0.43 -0.88
H: 3.31 -1.22 -2.22
H: 1.88 -2.11 -2.10
H: 3.52 0.57 -0.87
H: 2.12 1.44 -0.42
C: 2.07 -3.81 3.35
N: 2.91 -3.12 2.39
C: 4.27 -3.24 2.39
C: 5.05 -2.50 1.59
C: 4.42 -1.52 0.71
O: 5.07 -0.85 -0.11
N: 3.07 -1.37 0.81
C: 2.32 -2.16 1.58
O: 1.07 -2.05 1.60
H: 2.68 -4.54 3.88
H: 1.25 -4.32 2.84
H: 1.65 -3.09 4.06
H: 4.66 -3.98 3.07
H: 6.12 -2.61 1.59



# 4
ORCA calculation (ωB97M-V/def2-TZVPD) on C3H8NO2S as an isolated structure.

* relative energy (zero: lowest compared OMol25 entry of this formula, charge and spin): 307.7 kJ/mol
* total energy: -722.184098 Eh
* total charge: +1

Element x y z (Å)
C: 2.00 -0.18 0.25
C: -0.32 1.35 0.24
C: 0.26 0.26 -0.60
N: -0.46 -1.03 -0.42
O: 2.93 -0.58 -0.65
O: 1.69 -0.87 1.35
S: 3.25 1.01 -0.04
H: -0.35 1.06 1.29
H: -1.33 1.61 -0.08
H: 0.29 2.24 0.15
H: 0.47 0.49 -1.64
H: -1.47 -0.92 -0.57
H: -0.29 -1.32 0.56
H: -0.10 -1.76 -1.05
H: 2.48 -1.28 1.74



# 5
ORCA calculation (ωB97M-V/def2-TZVPD) on a 2-piece molecular cluster, CH3F2N overall.

* relative energy (zero: lowest compared OMol25 entry of this formula, charge and spin): 230.3 kJ/mol
* total energy: -294.092820 Eh
* 2S+1: 3

Element x y z (Å)
C: -0.23 0.73 0.03
N: 0.13 0.24 1.29
F: -0.99 1.82 0.06
F: -0.98 -0.09 2.08
H: -1.12 -0.54 -0.80
H: 0.63 0.84 -0.62
H: 0.67 -0.62 1.21



# 6
ORCA calculation (ωB97M-V/def2-TZVPD) on a 2-piece molecular cluster, H6N5P overall.

* relative energy (zero: lowest compared OMol25 entry of this formula, charge and spin): 0.0 kJ/mol
* total energy: -618.634969 Eh
* structure (SMILES): [H]/N=N/[H].N/N=P/N

Element x y z (Å)
H: -1.51 -0.16 -0.83
N: -1.76 0.12 0.13
N: -2.92 -0.25 0.39
H: -3.16 0.03 1.35
N: 1.24 1.98 0.27
N: 1.41 0.68 -0.10
P: 1.00 -0.55 0.77
N: 1.44 -1.78 -0.30
H: 0.47 2.17 0.89
H: 1.26 2.59 -0.54
H: 2.08 -1.53 -1.04
H: 1.64 -2.68 0.11



# 7
ORCA calculation (ωB97M-V/def2-TZVPD) on a 6-piece molecular cluster, C15H44NO5 overall.

* total energy: -1028.639892 Eh
* total charge: +1

Element x y z (Å)
N: 17.17 -15.57 12.67
H: 16.37 -15.44 12.05
H: 17.22 -16.57 12.96
H: 17.04 -14.95 13.48
H: 18.06 -15.40 12.20
C: 11.94 -15.93 12.78
C: 13.18 -15.54 11.98
C: 13.26 -14.09 11.60
O: 14.37 -15.80 12.81
H: 11.18 -15.19 12.52
H: 12.06 -15.95 13.86
H: 11.52 -16.89 12.49
H: 13.21 -16.15 11.07
H: 13.28 -13.44 12.49
H: 12.45 -13.73 10.97
H: 14.24 -13.82 11.18
H: 14.09 -15.78 13.73
C: 18.13 -16.38 8.82
C: 16.70 -15.87 8.64
C: 15.81 -16.87 7.91
O: 16.12 -15.57 9.91
H: 18.11 -17.46 9.01
H: 18.62 -16.02 9.73
H: 18.69 -16.19 7.91
H: 16.78 -14.97 8.02
H: 14.75 -16.59 7.93
H: 15.89 -17.86 8.35
H: 16.06 -17.01 6.86
H: 15.32 -15.06 9.75
C: 21.84 -14.22 12.70
C: 21.26 -15.03 11.55
C: 22.29 -15.94 10.86
O: 20.22 -15.86 12.14
H: 21.03 -13.93 13.37
H: 22.41 -13.37 12.33
H: 22.53 -14.79 13.33
H: 20.84 -14.38 10.78
H: 22.80 -15.32 10.12
H: 21.82 -16.68 10.21
H: 22.96 -16.26 11.64
H: 20.51 -16.78 12.16
C: 18.26 -13.84 16.78
C: 17.07 -14.13 15.84
C: 15.70 -13.69 16.34
O: 17.34 -13.42 14.61
H: 18.69 -12.87 16.57
H: 19.05 -14.56 16.55
H: 17.97 -13.98 17.82
H: 17.04 -15.20 15.61
H: 15.00 -13.58 15.51
H: 15.79 -12.72 16.84
H: 15.30 -14.35 17.11
H: 17.16 -12.48 14.72
C: 15.70 -19.18 13.34
C: 17.02 -19.46 12.61
C: 16.80 -19.75 11.14
O: 17.84 -18.29 12.79
H: 15.23 -20.10 13.68
H: 14.95 -18.67 12.72
H: 15.92 -18.63 14.25
H: 17.48 -20.32 13.11
H: 16.04 -20.54 11.08
H: 17.64 -20.10 10.54
H: 16.30 -18.93 10.61
H: 18.69 -18.49 12.39



# 8
ORCA calculation (ωB97M-V/def2-TZVPD) on a 2-piece molecular cluster, C2H6O2S overall.

* relative energy (zero: lowest compared OMol25 entry of this formula, charge and spin): 61.5 kJ/mol
* total energy: -628.104390 Eh
* total charge: +1
* 2S+1: 2

Element x y z (Å)
O: 0.42 -2.06 0.69
C: -0.61 -1.96 0.11
O: -1.01 -2.83 -0.84
H: -1.34 -1.12 0.26
H: -1.85 -2.52 -1.24
C: 0.99 1.50 0.54
S: -0.54 1.87 -0.47
H: 1.31 2.38 1.09
H: 0.81 0.71 1.30
H: 1.80 1.14 -0.12
H: 0.01 2.89 -1.32



# 9
ORCA calculation (ωB97M-V/def2-TZVPD) on one molecule with the formula C4H8N2O.

* relative energy (zero: lowest compared OMol25 entry of this formula, charge and spin): 465.0 kJ/mol
* total energy: -341.826551 Eh
* structure (SMILES): CC(C)ONC#N

Element x y z (Å)
C: -0.71 0.73 -1.11
C: -0.35 0.00 0.24
C: -1.54 -0.33 1.13
O: 0.41 -1.14 0.08
N: 1.85 -0.76 -0.65
C: 2.52 0.10 0.03
N: 3.15 0.96 0.45
H: -1.36 1.52 -0.84
H: 0.15 0.98 -1.68
H: -1.24 0.09 -1.67
H: 0.25 0.75 0.75
H: -2.21 0.50 1.25
H: -1.23 -0.72 2.07
H: -2.14 -1.12 0.86
H: 2.45 -1.54 -0.92



# 10
ORCA calculation (ωB97M-V/def2-TZVPD) on one molecule with the formula C2H4N2.

* relative energy (zero: lowest compared OMol25 entry of this formula, charge and spin): 202.8 kJ/mol
* total energy: -188.041070 Eh
* structure (SMILES): C=NN=C

Element x y z (Å)
C: -0.58 0.39 1.28
N: -0.40 0.96 0.14
N: -0.49 0.10 -0.95
C: 0.61 -0.46 -1.24
H: -0.59 1.00 2.14
H: -0.75 -0.66 1.37
H: 1.51 -0.20 -0.63
H: 0.68 -1.13 -2.11



# 11
ORCA calculation (ωB97M-V/def2-TZVPD) on one molecule with the formula C6H11BrO4.

* relative energy (zero: lowest compared OMol25 entry of this formula, charge and spin): 120.3 kJ/mol
* total energy: -3110.108194 Eh
* structure (SMILES): C=C(O)[C@@H](O)[C@H](O)[C@H](O)CBr

Element x y z (Å)
C: 1.47 -0.93 2.41
C: 0.15 -1.02 2.40
O: -0.44 -1.85 3.34
C: -0.83 -0.13 1.63
O: -1.10 0.69 2.77
C: -0.34 0.82 0.53
O: -1.22 1.87 0.35
C: -0.12 0.18 -0.93
O: -1.24 -0.68 -1.25
C: 1.26 -0.54 -0.96
Br: 2.90 0.70 -0.61
H: 2.01 -1.70 3.05
H: 1.90 -0.19 1.86
H: 0.26 -2.30 3.84
H: -1.73 -0.64 1.20
H: -1.30 0.09 3.48
H: 0.63 1.26 0.83
H: -1.58 2.28 1.13
H: -0.24 0.96 -1.66
H: -2.03 -0.08 -1.35
H: 1.23 -1.36 -0.28
H: 1.19 -0.99 -1.95



# 12
ORCA calculation (ωB97M-V/def2-TZVPD) on a 5-piece molecular cluster, C36H52BF2N2 overall.

* total energy: -1737.109149 Eh
* total charge: -1

Element x y z (Å)
C: -0.35 -0.32 -0.81
C: -1.51 -0.49 -1.79
C: -2.87 -0.36 -1.10
N: -3.07 0.94 -0.48
B: -4.31 1.08 0.46
C: -5.72 0.63 -0.29
C: -6.16 1.50 -1.48
C: -6.99 2.72 -1.14
F: -8.01 2.44 -0.21
C: -4.41 2.63 1.05
C: -3.89 3.80 0.18
C: -2.53 4.37 0.61
C: -1.30 3.76 -0.06
N: -1.24 3.98 -1.52
C: -4.10 0.08 1.75
C: -2.73 0.10 2.40
F: -5.05 0.41 2.78
H: -0.65 0.35 -0.01
H: -0.06 -1.28 -0.38
H: 0.54 0.11 -1.29
H: -1.45 0.25 -2.59
H: -1.47 -1.47 -2.27
H: -2.94 -1.12 -0.32
H: -3.66 -0.62 -1.83
H: -3.14 1.62 -1.23
H: -5.63 -0.40 -0.67
H: -6.53 0.60 0.45
H: -5.26 1.90 -1.98
H: -6.69 0.92 -2.24
H: -6.39 3.53 -0.71
H: -7.51 3.10 -2.03
H: -5.46 2.82 1.29
H: -3.90 2.70 2.01
H: -3.84 3.50 -0.87
H: -4.60 4.64 0.20
H: -2.50 5.45 0.45
H: -2.41 4.22 1.69
H: -1.27 2.69 0.15
H: -0.41 4.21 0.39
H: -2.03 4.55 -1.82
H: -1.34 3.09 -2.00
H: -4.35 -0.97 1.51
H: -2.75 -0.37 3.38
H: -2.01 -0.43 1.77
H: -2.37 1.13 2.51
C: 2.55 -4.53 2.60
C: 2.63 -3.44 3.46
C: 1.66 -2.45 3.43
C: 0.60 -2.54 2.54
C: 0.52 -3.63 1.68
C: 1.49 -4.62 1.71
H: 3.31 -5.30 2.63
H: 3.46 -3.37 4.16
H: 1.72 -1.60 4.10
H: -0.16 -1.77 2.51
H: -0.31 -3.70 0.98
H: 1.42 -5.46 1.03
C: 2.93 2.77 -2.30
C: 2.13 3.03 -1.18
C: 2.55 2.60 0.07
C: 3.75 1.91 0.21
C: 4.54 1.66 -0.90
C: 4.13 2.09 -2.16
H: 2.60 3.10 -3.27
H: 1.19 3.55 -1.30
H: 1.92 2.78 0.93
H: 4.06 1.57 1.19
H: 5.48 1.13 -0.79
H: 4.74 1.89 -3.02
C: 7.76 2.97 0.03
C: 7.67 3.87 -1.03
C: 8.80 4.16 -1.79
C: 10.01 3.56 -1.49
C: 10.10 2.66 -0.44
C: 8.98 2.37 0.32
H: 6.88 2.75 0.61
H: 6.72 4.33 -1.26
H: 8.73 4.86 -2.61
H: 10.89 3.78 -2.09
H: 11.05 2.19 -0.21
H: 9.04 1.66 1.14
C: -0.75 -6.71 -0.44
C: -0.28 -7.58 -1.41
C: -0.47 -8.95 -1.25
C: -1.12 -9.44 -0.13
C: -1.58 -8.56 0.84
C: -1.40 -7.19 0.69
H: -0.61 -5.64 -0.56
H: 0.22 -7.20 -2.29
H: -0.10 -9.63 -2.01
H: -1.26 -10.51 -0.01
H: -2.09 -8.94 1.72
H: -1.76 -6.51 1.44